Entry from the OMol25 dataset: a cluster of 5 separate species, H12NO4 in total in a non-equilibrium geometry (ωB97M-V/def2-TZVPD).

Its expectation value of S² is 0.750. For the molar mass, the calculation gives 90.1 g mol⁻¹. The energy above the lowest of the compared OMol25 structures with the same formula, charge and spin is 10.2 kJ/mol.

```
! RIJCOSX wB97M-V def2-TZVPD def2/J DEFGRID3
* xyz 0 2
N 0.4681 0.4002 0.0910
H 1.1545 1.0910 -0.2445
H 0.9629 -0.3668 0.5649
H 0.1243 0.9118 0.9502
H -0.3700 0.2280 -0.4790
H -1.9889 -0.3717 -2.4034
H -2.5766 -0.4617 -0.9884
O -1.7853 -0.1774 -1.4830
H 3.0759 -1.8105 1.0645
H 2.3142 -2.1582 -0.2185
O 2.1918 -2.0059 0.7274
H -2.9779 -0.9551 1.4268
H -4.0052 -1.9506 0.8065
O -3.3399 -1.2880 0.5990
H 2.3115 2.8777 0.6401
H 2.5774 3.1341 -0.8324
O 1.8631 2.9031 -0.2212
*
```